No. 1
C6H12 in the gas phase, computed with ωB97M-V/def2-TZVPD.

Cartesian coordinates (Å):
C  2.0383  -0.0318  0.9606
C  1.2007  0.8375  0.1004
C  -0.1233  1.1409  0.7127
C  -1.3143  0.8156  -0.2134
C  -1.4111  -0.6848  -0.5055
C  -0.2021  -1.1898  -1.3051
H  1.5386  -0.5833  1.7754
H  2.7298  0.6979  1.4171
H  2.6864  -0.6986  0.3826
H  0.5430  -0.3867  -1.4286
H  -0.1063  2.2351  0.8464
H  -0.3076  0.6748  1.6997
H  -2.2325  1.1632  0.2740
H  -1.2148  1.3691  -1.1547
H  -1.4934  -1.2247  0.4463
H  -2.3395  -0.8941  -1.0497
H  0.3050  -2.0244  -0.8150
H  -0.4746  -1.5101  -2.3145

Properties
**Electronic energy**: -235.6752 a.u.
**Energy relative to the best compared isomer or geometry (same formula, charge and spin)**: 375.5 kJ/mol
**Molecular weight**: 84.16 g/mol
**HOMO level**: -8.1 eV



No. 2
A molecular structure, C6H12 in a non-equilibrium geometry, computed with ωB97M-V/def2-TZVPD.

Cartesian coordinates (Å):
C  -2.3958  0.1192  0.3518
C  -1.2211  0.1208  -0.5865
C  0.2807  1.1784  -0.0178
C  1.0117  -0.0630  -0.5003
C  2.2684  -0.4303  0.2526
C  -0.1987  -0.9763  -0.3604
H  -2.0780  -0.0047  1.4009
H  -3.0472  -0.7419  0.1311
H  -3.0136  1.0153  0.2630
H  -0.8475  1.0877  -1.0135
H  0.1018  1.2645  1.0454
H  0.6461  2.1457  -0.4268
H  1.2192  0.0461  -1.5744
H  2.6649  -1.3876  -0.0984
H  3.0400  0.3360  0.1223
H  2.0523  -0.5183  1.3237
H  -0.2235  -1.8652  -1.0021
H  -0.2596  -1.3263  0.6894

Properties
**Electronic energy**: -235.6790 a.u.
**Energy relative to the best compared isomer or geometry (same formula, charge and spin)**: 365.6 kJ/mol
**Molecular weight**: 84.16 g/mol
**HOMO level**: -7.8 eV



No. 3
C6H12 in the gas phase in a non-equilibrium geometry, computed with ωB97M-V/def2-TZVPD.

Cartesian coordinates (Å):
C  0.0589  -0.4944  1.7050
C  0.1464  -0.2981  0.2058
C  0.9268  -1.4621  -0.4426
C  -1.2271  0.0913  -0.5344
C  -0.6804  1.4487  -0.8686
C  0.7188  1.1048  -0.2491
H  1.0577  -0.5295  2.1547
H  -0.4989  0.3285  2.1620
H  -0.4578  -1.4318  1.9441
H  1.9503  -1.5110  -0.0335
H  1.0242  -1.3440  -1.5296
H  0.4497  -2.4303  -0.2462
H  -1.3718  -0.5532  -1.4076
H  -2.2784  0.4955  -0.3781
H  -1.1432  2.2596  -0.3090
H  -1.2457  1.5030  -1.8318
H  1.0126  1.7571  0.5990
H  1.5580  1.0659  -0.9401

Properties
**Electronic energy**: -235.7158 a.u.
**Energy relative to the best compared isomer or geometry (same formula, charge and spin)**: 269.0 kJ/mol
**Molecular weight**: 84.16 g/mol
**HOMO level**: -9.3 eV
**SMILES**: CC1(C)CCC1



No. 4
A molecular structure, C6H12Ag3BBr6F4 in a non-equilibrium geometry, computed with ωB97M-V/def2-TZVPD.

Cartesian coordinates (Å):
Ag  -3.3925  1.3211  26.0308
Ag  -6.2455  0.3550  30.1767
Ag  -2.6790  3.0680  30.7956
B  -2.4391  -0.7039  29.2901
F  -3.5008  -1.1954  28.6224
F  -1.7029  0.3005  28.7322
F  -2.9518  -0.1944  30.5317
F  -1.5785  -1.7460  29.5952
Br  0.3345  -6.6058  32.4282
C  1.1946  -4.8924  32.8859
C  2.0953  -4.5133  31.6668
Br  3.3480  -3.0075  32.0671
H  1.7105  -4.8681  33.8458
H  0.4503  -4.0962  32.8799
H  1.5221  -4.1696  30.8057
H  2.6818  -5.3865  31.3813
Br  -4.0212  -0.0065  37.1993
C  -4.2998  -0.3752  35.2537
C  -5.7508  -0.6696  35.1176
Br  -5.9426  -1.7219  33.5351
H  -3.5118  -1.0869  35.0072
H  -4.1359  0.5198  34.6535
H  -6.3573  0.2291  35.0054
H  -6.1916  -1.2750  35.9096
Br  0.7916  -0.2688  25.0414
C  1.9198  -1.5035  26.1353
C  3.2333  -0.7867  26.2283
Br  4.4746  -1.8260  27.3621
H  2.0197  -2.4693  25.6400
H  1.3755  -1.5401  27.0790
H  3.0744  0.1953  26.6739
H  3.7580  -0.6023  25.2909

Properties
**Electronic energy**: -16544.5167 a.u.
**Energy relative to the best compared isomer or geometry (same formula, charge and spin)**: 390.2 kJ/mol
**Molecular weight**: 973.99 g/mol
**HOMO level**: -12.9 eV
**Net charge**: +2



No. 5
A molecular structure, C6H12As2F12O6Tl in a non-equilibrium geometry, computed with ωB97M-V/def2-TZVPD.

Cartesian coordinates (Å):
Tl  0.5578  2.0529  -1.5673
As  4.2312  2.3188  1.0803
F  2.7040  1.9857  0.2471
F  3.9277  0.9196  2.0737
F  5.6949  2.5531  1.9370
F  4.4844  3.6653  0.0521
F  3.3388  3.2892  2.1896
F  4.9971  1.2752  -0.0850
As  -3.2630  3.3992  0.1766
F  -3.1008  5.0157  -0.3665
F  -1.6096  3.1013  -0.5107
F  -3.2811  1.6935  0.6270
F  -4.8424  3.6091  0.7638
F  -3.8700  2.8975  -1.3759
F  -2.5201  3.7648  1.6712
C  -4.1651  -1.6417  -1.9356
O  -2.9137  -0.9211  -1.8976
C  -2.3772  -0.5999  -0.7758
O  -1.3634  0.0964  -0.6995
O  -2.9505  -1.0899  0.2884
C  -2.3911  -0.9241  1.6078
H  -4.3639  -1.8643  -2.9760
H  -5.0163  -1.1040  -1.5150
H  -4.0552  -2.5236  -1.3091
H  -2.7109  -1.8090  2.1524
H  -2.6916  0.0138  2.0635
H  -1.3019  -0.9812  1.5960
C  0.8402  -3.5044  0.3654
O  0.9434  -2.0789  0.3926
C  1.9453  -1.5028  -0.2242
O  1.9203  -0.3154  -0.5328
O  3.0143  -2.2490  -0.2892
C  4.2024  -1.8064  -0.9523
H  1.0210  -3.9502  -0.6117
H  -0.1480  -3.8029  0.7090
H  1.5113  -3.9471  1.1027
H  5.1078  -2.1045  -0.4351
H  4.2450  -0.7233  -1.0689
H  4.2489  -2.2076  -1.9680

Properties
**Electronic energy**: -6529.3121 a.u.
**Energy relative to the best compared isomer or geometry (same formula, charge and spin)**: 11.6 kJ/mol
**Molecular weight**: 762.36 g/mol
**HOMO level**: -15.4 eV
**Net charge**: +1



No. 6
A molecular structure, C6H12AuN2SbSe, computed with ωB97M-V/def2-TZVPD.

Cartesian coordinates (Å):
Au  -1.7331  0.3630  1.6851
Se  -1.9050  -4.5222  1.3518
C  -1.9241  -2.7623  1.5463
N  -1.9177  -1.6010  1.6577
C  -1.0872  4.9070  1.6900
C  -1.3208  3.4671  1.7198
N  -1.4927  2.3394  1.7324
H  -0.4294  5.1847  2.5108
H  -2.0341  5.4330  1.7907
H  -0.6210  5.1754  0.7442
C  2.3160  -0.4973  -2.3153
Sb  0.7820  -0.3391  -0.8232
C  1.5768  -1.8910  0.4221
C  -0.5936  -1.6257  -1.8443
H  2.4559  -1.5468  -2.5726
H  3.2530  -0.0911  -1.9367
H  2.0307  0.0577  -3.2080
H  1.8512  -2.7396  -0.2038
H  0.8201  -2.2104  1.1367
H  2.4540  -1.5406  0.9641
H  -0.0573  -2.5060  -2.1972
H  -1.0463  -1.1123  -2.6914
H  -1.3775  -1.9421  -1.1591

Properties
**Electronic energy**: -3122.6537 a.u.
**Molecular weight**: 509.86 g/mol
**HOMO level**: -7.5 eV



No. 7
C6H12BNO3 in the gas phase in a non-equilibrium geometry, computed with ωB97M-V/def2-TZVPD.

Cartesian coordinates (Å):
C  -1.3499  -0.9442  1.2127
C  -0.4363  0.1585  1.7045
N  0.3420  0.8282  0.6155
C  -0.4450  1.5258  -0.4854
C  -0.8255  0.7850  -1.8141
O  -1.5299  -0.3814  -1.4773
B  -0.5030  -1.2329  -0.9415
O  -0.6475  -1.8062  0.3704
O  0.8172  -1.1516  -1.4506
C  1.7063  -1.0746  -0.3363
C  1.6919  0.2846  0.3079
H  -1.7265  -1.5401  2.0444
H  -2.2150  -0.5520  0.6698
H  0.2496  -0.2198  2.4709
H  -0.9650  0.9762  2.1945
H  0.1769  2.4209  -0.7163
H  -1.3954  1.8905  -0.0479
H  -1.5720  1.3592  -2.4286
H  0.0431  0.5659  -2.4467
H  2.6927  -1.3431  -0.6511
H  1.3912  -1.8765  0.3037
H  2.2441  1.0043  -0.3382
H  2.2562  0.3232  1.2397

Properties
**Electronic energy**: -541.2132 a.u.
**Energy relative to the best compared isomer or geometry (same formula, charge and spin)**: 99.9 kJ/mol
**Molecular weight**: 156.98 g/mol
**HOMO level**: -8.5 eV
**SMILES**: C1CN2CCOB(O1)OCC2



No. 8
A molecular structure, C6H12Br in a non-equilibrium geometry, computed with ωB97M-V/def2-TZVPD.

Cartesian coordinates (Å):
Br  -3.0529  -0.3069  1.9414
H  -0.4979  1.3469  1.9216
C  -0.5019  0.5913  1.0566
C  -0.8091  1.0986  -0.3573
C  0.2420  0.7901  -1.4304
C  0.7025  -0.6800  -1.3092
C  1.3653  -0.9276  0.0646
C  0.3513  -0.6758  1.1871
H  -1.5963  0.2664  1.5056
H  -1.7600  0.6497  -0.6589
H  -1.0204  2.1760  -0.3241
H  -0.2431  0.9250  -2.4031
H  1.0940  1.5001  -1.3554
H  -0.1476  -1.3800  -1.4747
H  1.4354  -0.8868  -2.0975
H  1.6576  -1.9814  0.1264
H  2.2697  -0.2978  0.2093
H  0.8503  -0.6845  2.1656
H  -0.3389  -1.5233  1.2323

Properties
**Electronic energy**: -2809.7643 a.u.
**Energy relative to the best compared isomer or geometry (same formula, charge and spin)**: 70.8 kJ/mol
**Multiplicity**: 2
**Molecular weight**: 164.07 g/mol
**HOMO level (alpha / beta)**: -8.9 / -10.1 eV
**Expectation value of S²**: 0.756



No. 9
2 unconnected molecules or ions with the total composition C6H12Br2F3NO in a non-equilibrium geometry, computed with ωB97M-V/def2-TZVPD.

Cartesian coordinates (Å):
N  -0.4883  -1.3173  1.5568
C  -0.2941  -0.6508  0.2151
C  1.1275  -0.6596  -0.3137
C  1.8700  -1.9919  -0.3278
F  2.4065  -2.2976  0.8854
Br  3.4075  -1.7327  -1.5356
C  1.0578  -3.2124  -0.8848
F  0.1400  -2.8160  -1.7681
F  1.8639  -4.0766  -1.5257
Br  0.2670  -4.2923  0.5469
H  -1.2844  -1.9469  1.5165
H  0.3365  -1.7933  1.9189
H  -0.7307  -0.5807  2.2296
H  -0.5578  0.3939  0.4098
H  -1.0101  -1.0067  -0.5142
H  1.0810  -0.3365  -1.3482
H  1.7497  0.0749  0.1918
C  -1.0790  4.0273  -0.6512
C  -1.6595  3.0154  0.3535
O  -0.7228  2.1066  0.7369
H  -0.7263  3.5238  -1.5549
H  -1.8409  4.7591  -0.9543
H  -0.2461  4.5796  -0.2116
H  -2.5708  2.5993  -0.1434
H  -2.0967  3.6313  1.1725

Properties
**Electronic energy**: -5813.3154 a.u.
**Molecular weight**: 330.97 g/mol
**HOMO level**: -6.4 eV



No. 10
3 unconnected molecules or ions with the total composition C6H12Br6 in a non-equilibrium geometry, computed with ωB97M-V/def2-TZVPD.

Cartesian coordinates (Å):
Br  9.9450  9.1332  1.1824
C  10.3996  7.4057  2.0725
C  9.1590  6.5613  2.1387
Br  9.3082  5.2179  3.6208
H  10.7917  7.7040  3.0379
H  11.1995  6.8706  1.5645
H  8.7887  6.1102  1.2238
H  8.3310  7.2026  2.4456
Br  13.2419  8.2758  -0.0047
C  13.6619  7.7661  -1.8580
C  15.0821  7.2363  -1.9508
Br  15.2945  5.4736  -1.1913
H  13.5117  8.6702  -2.4402
H  12.8514  7.0775  -2.0731
H  15.6739  7.8889  -1.3118
H  15.5107  7.2845  -2.9471
Br  14.4628  11.1436  -3.3359
C  15.5511  12.7898  -3.0567
C  14.7138  13.9579  -3.5296
Br  15.8647  15.5641  -3.5751
H  16.4522  12.6093  -3.6275
H  15.7989  12.9737  -2.0123
H  13.8309  14.1724  -2.9427
H  14.4499  13.7736  -4.5687

Properties
**Electronic energy**: -15679.8882 a.u.
**Energy relative to the best compared isomer or geometry (same formula, charge and spin)**: 59.1 kJ/mol
**Molecular weight**: 563.59 g/mol
**HOMO level**: -10.0 eV
**SMILES**: BrCCBr.BrCCBr.BrCCBr



> Look up the molecular weight of the third one.

84.16 g/mol



> Number 10 is which compound?

C6H12Br6



> Which of these has the highest electronic energy?

number 1



What did the sixth record say?
A molecular structure, C6H12AuN2SbSe, computed with ωB97M-V/def2-TZVPD.

Cartesian coordinates (Å):
Au  -1.7331  0.3630  1.6851
Se  -1.9050  -4.5222  1.3518
C  -1.9241  -2.7623  1.5463
N  -1.9177  -1.6010  1.6577
C  -1.0872  4.9070  1.6900
C  -1.3208  3.4671  1.7198
N  -1.4927  2.3394  1.7324
H  -0.4294  5.1847  2.5108
H  -2.0341  5.4330  1.7907
H  -0.6210  5.1754  0.7442
C  2.3160  -0.4973  -2.3153
Sb  0.7820  -0.3391  -0.8232
C  1.5768  -1.8910  0.4221
C  -0.5936  -1.6257  -1.8443
H  2.4559  -1.5468  -2.5726
H  3.2530  -0.0911  -1.9367
H  2.0307  0.0577  -3.2080
H  1.8512  -2.7396  -0.2038
H  0.8201  -2.2104  1.1367
H  2.4540  -1.5406  0.9641
H  -0.0573  -2.5060  -2.1972
H  -1.0463  -1.1123  -2.6914
H  -1.3775  -1.9421  -1.1591

Properties
**Electronic energy**: -3122.6537 a.u.
**Molecular weight**: 509.86 g/mol
**HOMO level**: -7.5 eV